{
  "formula": "C6H11DyO4",
  "method": "ωB97M-V with the def2-TZVPD basis set",
  "elements": ["O", "C", "C", "O", "C", "C", "O", "Dy", "H", "H", "H", "H", "H", "H", "H", "H", "C", "O", "C", "H", "H", "H"],
  "coordinates": [[-1.6239, 0.2891, -0.6815], [-1.8189, -1.1000, -0.4022], [-0.5194, -1.6411, 0.1467], [0.5644, -1.1737, -0.6504], [1.8368, -1.1215, 0.0029], [2.3448, 0.2847, 0.2686], [1.7184, 1.2423, -0.5380], [0.2724, 0.7817, -1.8648], [-2.1077, -1.5864, -1.3423], [-2.6318, -1.2529, 0.3188], [-0.5343, -2.7388, 0.1856], [-0.3780, -1.2271, 1.1572], [2.5383, -1.6879, -0.6232], [1.7122, -1.5796, 0.9947], [3.4227, 0.3079, 0.0319], [2.1721, 0.5390, 1.3262], [0.1186, 2.3224, -0.2841], [-0.7394, 1.9273, 0.6918], [-1.9236, 1.2809, 0.2707], [0.5553, 3.2825, 0.0240], [-2.3700, 0.8639, 1.1816], [-2.6091, 1.9872, -0.2141]],
  "lumo_ev": [-10.11, -8.02],
  "charge": 2,
  "homo_energy_ev": [-18.3, -18.3],
  "s_squared": 9.211,
  "spin_multiplicity": 6,
  "fmax_ev_per_a": 2.9
}

{
  "formula": "C6H11F2N2O3S",
  "method": "ωB97M-V with the def2-TZVPD basis set",
  "elements": ["C", "C", "C", "C", "C", "C", "N", "N", "O", "O", "O", "F", "F", "S", "H", "H", "H", "H", "H", "H", "H", "H", "H", "H", "H"],
  "coordinates": [[0.3006, 2.0958, -0.9636], [0.4363, 0.7591, 1.3207], [-0.3469, -1.0949, -0.2244], [2.2481, -0.3967, -0.2752], [-4.2067, -0.5706, -0.1941], [0.6614, -0.0035, 0.0047], [0.1988, 3.2363, -1.1197], [-4.2746, 1.8528, 1.0725], [-2.4944, 0.2016, 1.5391], [-2.3926, 1.2779, -0.5864], [0.3967, 0.8366, -1.0618], [-3.5506, -1.4423, -1.0250], [-5.3012, -0.0488, -0.8090], [-3.2319, 0.8839, 0.5142], [1.1163, 1.6617, 1.5765], [-0.5517, 1.3394, 1.1699], [0.3054, 0.0162, 2.0825], [-0.5811, -1.1705, -1.2303], [-1.2779, -0.9848, 0.3492], [-0.0070, -2.0767, 0.1438], [2.3670, -0.7797, -1.2627], [2.9481, 0.4005, -0.1663], [2.5410, -1.0547, 0.4827], [-4.6748, -1.0776, 0.7859], [-4.9097, 2.2665, 0.4944]],
  "lumo_ev": 3.23,
  "charge": -1,
  "homo_energy_ev": -5.2,
  "fmax_ev_per_a": 3.9
}

{
  "formula": "C6H11F2N3O4RbS2",
  "method": "ωB97M-V with the def2-TZVPD basis set",
  "elements": ["Rb", "C", "C", "N", "C", "C", "N", "C", "C", "H", "H", "H", "H", "H", "H", "H", "H", "H", "H", "H", "N", "S", "O", "O", "F", "S", "O", "O", "F"],
  "coordinates": [[3.2107, -0.5470, -1.0644], [-0.1521, 0.9267, -0.0178], [-1.5395, 0.3889, -0.0487], [-1.6913, -0.7976, 0.8243], [-1.9634, -0.7661, 2.1869], [-1.7375, -2.0407, 2.6575], [-1.6140, -2.9223, 1.6253], [-1.6163, -2.1593, 0.4794], [-1.6156, -4.3970, 1.6778], [0.3942, 0.3812, -0.7873], [0.4243, 0.6255, 0.8568], [-0.0690, 2.0013, -0.1801], [-1.8833, -0.0432, -0.9885], [-2.2220, 1.1571, 0.3151], [-2.2346, 0.1594, 2.6729], [-1.7137, -2.4350, 3.6627], [-1.3653, -2.5267, -0.5047], [-0.7835, -4.8161, 1.1121], [-2.5529, -4.8140, 1.3093], [-1.3855, -4.6401, 2.7152], [2.8268, 2.0869, -1.7617], [2.4206, 2.5108, -3.1295], [3.4279, 2.9485, -4.0901], [1.0905, 3.1244, -3.2625], [2.0779, 1.0517, -3.5760], [2.5161, 3.6084, -1.0437], [1.1901, 3.9790, -0.5604], [3.4428, 4.6676, -1.4471], [3.1176, 3.2874, 0.3672]],
  "lumo_ev": -4.11,
  "charge": 1,
  "homo_energy_ev": -12.1,
  "fmax_ev_per_a": 9.8
}

{
  "formula": "C6H11F3N2O",
  "method": "ωB97M-V with the def2-TZVPD basis set",
  "elements": ["C", "C", "C", "C", "C", "C", "N", "N", "O", "F", "F", "F", "H", "H", "H", "H", "H", "H", "H", "H", "H", "H", "H"],
  "coordinates": [[-0.7752, -3.9162, 0.8165], [0.1170, 0.9931, 1.1225], [1.9152, 0.2080, -0.3002], [-0.5554, 0.5085, -1.2224], [0.2438, -1.3876, 0.3865], [0.3803, 0.0240, -0.0253], [-0.5741, -2.2463, -0.0186], [0.0350, -4.7240, 0.2924], [-1.6974, -3.8612, 1.5941], [1.1093, -1.7602, 1.3010], [0.9553, -4.4840, -0.6580], [-2.7680, -1.4653, 1.3852], [-0.9322, 0.9812, 1.2005], [0.5321, 1.9510, 0.6983], [0.6184, 0.6892, 1.9800], [2.4657, 0.2572, 0.5572], [2.0873, 1.1723, -0.7818], [2.3183, -0.5400, -0.9760], [-0.1985, 0.0442, -2.1574], [-0.7073, 1.5110, -1.0813], [-1.6140, 0.0465, -1.2612], [-0.8547, -2.0950, -0.9710], [-2.5085, -2.3261, 1.4863]],
  "lumo_ev": 0.40,
  "homo_energy_ev": -9.7,
  "fmax_ev_per_a": 5.3
}

{
  "formula": "C6H11FO2",
  "method": "ωB97M-V with the def2-TZVPD basis set",
  "elements": ["C", "C", "C", "C", "C", "C", "O", "O", "F", "H", "H", "H", "H", "H", "H", "H", "H", "H", "H", "H"],
  "coordinates": [[-0.4994, -2.3987, -0.5850], [0.9298, 2.9780, 1.5710], [2.0296, 0.0303, 0.1566], [-2.3041, -1.6768, -2.0175], [0.3980, 1.9247, 0.6493], [1.0369, 0.5854, 0.8459], [-1.0981, -3.6385, -0.4129], [-1.0602, -1.5399, -1.2734], [0.5566, 0.0506, 2.0248], [2.0560, 3.1287, 1.4431], [0.6740, 2.6784, 2.5057], [0.6623, 3.9600, 1.4362], [2.3654, 0.5194, -0.6496], [-0.6287, -4.3372, 0.0945], [2.4052, -0.8528, 0.4101], [-2.2211, -1.0119, -2.8113], [-3.0350, -1.4929, -1.1624], [-2.2801, -2.5460, -2.5477], [-0.5985, 1.5994, 0.7372], [0.6113, 2.0397, -0.4147]],
  "lumo_ev": 0.75,
  "homo_energy_ev": -8.0,
  "fmax_ev_per_a": 6.0
}

{
  "formula": "C6H11FO2",
  "method": "ωB97M-V with the def2-TZVPD basis set",
  "elements": ["C", "C", "C", "C", "C", "C", "O", "O", "F", "H", "H", "H", "H", "H", "H", "H", "H", "H", "H", "H"],
  "coordinates": [[-1.0165, -0.7520, -2.1917], [0.1057, -0.8089, -1.1887], [2.2585, -0.9328, 0.7400], [1.5196, 0.3560, 0.5263], [-2.2813, 0.9913, 1.8557], [0.5017, 0.2834, -0.5751], [-1.8421, 2.2023, 1.3404], [-2.0350, -0.0628, 1.3679], [-0.0709, 1.5072, -0.7934], [-1.5856, 0.1874, -2.2052], [-1.6347, -1.5623, -1.9295], [0.6601, -1.7521, -1.0763], [2.8197, -1.1774, -0.2205], [2.7565, -0.7904, 1.6680], [1.4925, -1.7441, 0.8220], [2.2198, 1.1244, 0.2271], [0.9315, 0.5140, 1.4307], [-2.9900, 1.2574, 2.8015], [-1.1624, 2.0988, 0.5951], [-0.6472, -0.9394, -3.1942]],
  "lumo_ev": 0.98,
  "smiles": "C/C=C(\\F)CC.O=CO",
  "homo_energy_ev": -9.3,
  "fmax_ev_per_a": 2.7
}

{
  "formula": "C6H11FS",
  "method": "ωB97M-V with the def2-TZVPD basis set",
  "elements": ["C", "C", "C", "C", "C", "C", "H", "H", "H", "H", "H", "H", "H", "H", "H", "H", "H", "F", "S"],
  "coordinates": [[0.1356, 1.4962, -1.0887], [0.8884, 0.6030, -0.0935], [0.5162, -0.9096, 0.1401], [-0.3835, -1.6733, -0.9490], [-0.0289, 0.1488, 0.9924], [-1.3463, 0.6634, 1.4089], [0.7710, 1.9318, -2.1964], [-0.6699, 0.7388, -1.3265], [-0.1551, 2.4846, -0.5303], [1.8885, 1.0185, 0.3099], [-1.0568, -2.4266, -0.6234], [0.3594, -2.1424, -1.5957], [-0.8660, -0.9162, -1.5995], [2.5588, -1.8140, -0.5325], [-1.4249, 1.7259, 1.7079], [-2.2352, 0.7360, 0.7517], [-1.5560, -0.0582, 2.2008], [0.5702, 0.1571, 2.3607], [2.0344, -1.7639, 0.6632]],
  "lumo_ev": 0.81,
  "homo_energy_ev": -8.9,
  "fmax_ev_per_a": 4.4
}

{
  "formula": "C6H11INS",
  "method": "ωB97M-V with the def2-TZVPD basis set",
  "elements": ["C", "C", "C", "C", "C", "C", "N", "S", "I", "H", "H", "H", "H", "H", "H", "H", "H", "H", "H", "H"],
  "coordinates": [[-1.0706, 2.0614, -0.4200], [-2.2868, 1.9295, -0.9530], [-0.0333, 0.0040, -1.5522], [0.2870, -1.4740, -1.5668], [1.0966, -0.7147, 1.4605], [-0.0715, 0.1859, 0.9621], [-0.0309, 0.9209, -0.4498], [-2.9637, 0.5574, -1.5685], [0.2414, 0.9882, -3.4242], [-0.5707, 2.9545, -0.3014], [-3.1429, 2.6403, -0.8989], [1.1276, -1.6234, -0.9568], [0.3817, -1.7000, -2.6164], [-0.5228, -1.9968, -1.1097], [0.8179, -1.7443, 1.6508], [1.9891, -0.6782, 0.7093], [1.5314, -0.4717, 2.4005], [-0.0975, 1.0004, 1.7003], [-1.0084, -0.3435, 1.0493], [0.7338, 1.6291, -0.5729]],
  "lumo_ev": [-4.99, -6.01],
  "charge": 1,
  "homo_energy_ev": [-12.8, -12.5],
  "fmax_ev_per_a": 3.2
}

{
  "formula": "C6H11N",
  "method": "ωB97M-V with the def2-TZVPD basis set",
  "elements": ["C", "C", "C", "C", "C", "C", "N", "H", "H", "H", "H", "H", "H", "H", "H", "H", "H", "H"],
  "coordinates": [[-2.1732, -0.4918, 0.5131], [-0.6940, -0.3916, 0.8827], [0.2338, -0.5685, -0.2953], [1.4382, 0.1001, -0.3499], [2.3132, 0.2664, -1.4868], [3.0747, 1.3802, -1.7048], [-3.1158, -0.5921, 1.6135], [-2.2566, -1.2594, -0.2596], [-2.3571, 0.4587, 0.0210], [-0.3121, -1.1866, 1.5614], [-0.4681, 0.5494, 1.3940], [0.0342, -1.3816, -0.9934], [1.7026, 0.8513, 0.4034], [2.4680, -0.6811, -2.0194], [3.0548, 2.1903, -0.9794], [3.3333, 1.6643, -2.7253], [-3.4883, 0.2440, 2.0358], [-2.7877, -1.1520, 2.3889]],
  "lumo_ev": [3.94, 3.90],
  "charge": -1,
  "homo_energy_ev": [0.5, -2.6],
  "s_squared": 0.771,
  "spin_multiplicity": 2,
  "fmax_ev_per_a": 2.9
}

{
  "formula": "C6H11N",
  "method": "ωB97M-V with the def2-TZVPD basis set",
  "elements": ["C", "C", "C", "C", "C", "C", "N", "H", "H", "H", "H", "H", "H", "H", "H", "H", "H", "H"],
  "coordinates": [[-1.5851, -0.1368, 0.5970], [-0.6786, 1.4471, -0.5787], [-0.2700, -0.7298, 0.4410], [0.5653, 0.4464, -0.3113], [-0.3080, -2.0654, -0.4041], [1.6172, 1.1711, 0.5877], [-1.8160, 1.0258, 0.1732], [-2.5048, -0.7640, 0.9458], [-0.4275, 2.5330, -0.3661], [-0.9085, 1.3826, -1.6828], [0.2794, -0.8783, 1.3432], [1.1507, 0.0020, -1.2195], [-0.7771, -2.8529, 0.0791], [0.7326, -2.5144, -0.6151], [-0.7888, -1.8425, -1.3312], [2.2362, 1.8493, -0.0534], [2.3831, 0.5388, 0.9191], [1.1001, 1.3880, 1.4758]],
  "lumo_ev": 1.00,
  "smiles": "C[C@@H]1C=NC[C@H]1C",
  "homo_energy_ev": -9.5,
  "fmax_ev_per_a": 3.7
}